No. 1
{"formula": "C33H33B3F23O33Ti", "method": "the ωB97M-V functional and the def2-TZVPD basis", "total_charge": 0, "lumo_ev": [-1.98, -1.44], "total_energy_ev": -189989.222, "homo_lumo_gap_ev": [8.510, 9.044], "spin_multiplicity": 2, "elements": ["Ti", "B", "F", "F", "F", "F", "B", "F", "F", "F", "F", "B", "F", "F", "F", "F", "C", "C", "O", "C", "O", "O", "F", "H", "H", "H", "C", "C", "O", "C", "O", "O", "F", "H", "H", "H", "C", "C", "O", "C", "O", "O", "F", "H", "H", "H", "C", "C", "O", "C", "O", "O", "F", "H", "H", "H", "C", "C", "O", "C", "O", "O", "F", "H", "H", "H", "C", "C", "O", "C", "O", "O", "F", "H", "H", "H", "C", "C", "O", "C", "O", "O", "F", "H", "H", "H", "C", "C", "O", "C", "O", "O", "F", "H", "H", "H", "C", "C", "O", "C", "O", "O", "F", "H", "H", "H", "C", "C", "O", "C", "O", "O", "F", "H", "H", "H", "C", "C", "O", "C", "O", "O", "F", "H", "H", "H"], "xyz": [[-1.594, 0.635, -2.140], [-2.690, -1.579, -3.336], [-3.158, -0.349, -3.201], [-2.421, -1.791, -4.641], [-1.548, -1.441, -2.621], [-3.526, -2.524, -2.789], [0.232, -0.001, -0.313], [-0.371, -1.181, 0.118], [0.567, -0.128, -1.605], [-0.818, 0.928, -0.316], [1.350, 0.410, 0.325], [-3.406, 2.473, -2.228], [-4.480, 1.644, -2.054], [-2.528, 2.372, -1.170], [-2.681, 2.067, -3.268], [-3.900, 3.767, -2.398], [-2.292, 5.859, 1.669], [-1.589, 5.443, 0.364], [-2.357, 6.121, -0.597], [-3.589, 6.347, -0.105], [-4.572, 6.735, -0.731], [-3.579, 6.095, 1.201], [-1.659, 4.097, 0.240], [-1.812, 6.726, 2.122], [-2.401, 5.046, 2.388], [-0.525, 5.683, 0.350], [0.527, -3.921, -2.564], [0.558, -3.772, -1.026], [1.087, -4.963, -0.626], [0.910, -5.919, -1.465], [1.201, -7.086, -1.272], [0.401, -5.305, -2.607], [-0.690, -3.739, -0.672], [1.467, -3.708, -3.074], [-0.344, -3.504, -3.069], [1.061, -2.873, -0.667], [3.051, 4.365, 2.070], [1.904, 3.533, 1.609], [2.388, 3.067, 0.335], [3.706, 3.182, 0.252], [4.453, 2.703, -0.572], [4.199, 3.823, 1.372], [0.794, 4.240, 1.380], [3.163, 4.351, 3.154], [2.858, 5.369, 1.692], [1.677, 2.650, 2.207], [2.083, -2.531, 2.571], [1.377, -3.360, 3.562], [2.390, -4.338, 3.742], [3.119, -4.463, 2.584], [3.856, -5.393, 2.201], [2.867, -3.460, 1.835], [0.372, -3.951, 2.938], [2.734, -1.801, 3.052], [1.373, -1.983, 1.953], [1.146, -2.897, 4.521], [-1.449, -6.908, 0.325], [-2.219, -6.933, -0.940], [-3.457, -6.259, -0.547], [-3.623, -6.494, 0.713], [-4.636, -6.276, 1.348], [-2.434, -6.918, 1.289], [-2.430, -8.229, -1.255], [-1.006, -5.918, 0.437], [-0.690, -7.680, 0.453], [-1.739, -6.444, -1.788], [3.300, 1.733, 5.413], [2.359, 0.878, 4.665], [3.177, 0.447, 3.508], [4.337, 1.117, 3.592], [5.275, 0.789, 2.869], [4.276, 2.103, 4.507], [1.394, 1.591, 4.234], [3.791, 1.039, 6.096], [2.902, 2.490, 6.088], [2.067, 0.044, 5.304], [-4.635, -1.260, 2.379], [-4.350, -2.569, 1.697], [-3.407, -2.292, 0.684], [-3.547, -0.988, 0.428], [-3.047, -0.351, -0.535], [-4.150, -0.368, 1.439], [-5.468, -3.001, 1.100], [-4.152, -1.195, 3.353], [-5.697, -1.144, 2.597], [-3.990, -3.342, 2.375], [4.280, -0.483, -0.297], [3.697, -0.132, -1.646], [3.237, -1.331, -2.084], [3.855, -2.357, -1.435], [3.797, -3.546, -1.814], [4.556, -1.841, -0.404], [4.715, 0.255, -2.489], [3.609, -0.253, 0.530], [5.253, -0.007, -0.173], [2.950, 0.661, -1.610], [-2.834, 1.792, 4.691], [-2.137, 2.016, 3.367], [-1.552, 0.743, 3.044], [-1.450, -0.075, 4.164], [-0.814, -1.093, 4.317], [-2.199, 0.616, 5.179], [-1.175, 2.903, 3.627], [-3.901, 1.815, 4.469], [-2.702, 2.545, 5.468], [-2.824, 2.392, 2.609], [1.155, -0.902, -6.797], [0.163, 0.008, -7.486], [-0.708, 0.474, -6.396], [-0.105, 0.171, -5.205], [-0.422, 0.516, -4.063], [1.083, -0.493, -5.422], [-0.510, -0.651, -8.463], [2.176, -0.788, -7.162], [0.730, -1.906, -6.809], [0.591, 0.919, -7.903], [0.617, 5.668, -2.959], [2.002, 5.085, -2.510], [1.723, 3.725, -2.522], [0.349, 3.549, -2.467], [-0.199, 2.465, -2.318], [-0.290, 4.725, -2.568], [2.291, 5.449, -1.265], [0.664, 5.898, -4.024], [0.432, 6.640, -2.503], [2.804, 5.397, -3.179]], "lowdin_spin": [0.94, 0.00, 0.00, 0.00, 0.00, 0.00, 0.00, 0.00, 0.02, 0.00, 0.00, 0.00, 0.00, 0.01, 0.01, 0.00, 0.00, 0.00, 0.00, 0.00, 0.00, 0.00, 0.00, 0.00, 0.00, 0.00, 0.00, 0.00, 0.00, 0.00, 0.00, 0.00, 0.00, 0.00, 0.00, 0.00, 0.00, 0.00, 0.00, 0.00, 0.00, 0.00, 0.00, 0.00, 0.00, 0.00, 0.00, 0.00, 0.00, 0.00, 0.00, 0.00, 0.00, 0.00, 0.00, 0.00, 0.00, 0.00, 0.00, 0.00, 0.00, 0.00, 0.00, 0.00, 0.00, 0.00, 0.00, 0.00, 0.00, 0.00, 0.00, 0.00, 0.00, 0.00, 0.00, 0.00, 0.00, 0.00, 0.00, 0.00, 0.00, 0.00, 0.00, 0.00, 0.00, 0.00, 0.00, 0.00, 0.00, 0.00, 0.00, 0.00, 0.00, 0.00, 0.00, 0.00, 0.00, 0.00, 0.00, 0.00, 0.00, 0.00, 0.00, 0.00, 0.00, 0.00, 0.00, 0.00, 0.00, 0.00, 0.00, 0.00, 0.00, 0.00, 0.00, 0.00, 0.00, 0.00, 0.00, 0.00, 0.00, 0.00, 0.00, 0.00, 0.00, 0.00]}

No. 2
{"formula": "C33H33BiBrN5O6", "method": "the ωB97M-V functional and the def2-TZVPD basis", "total_charge": 0, "lumo_ev": -0.15, "total_energy_ev": -130371.991, "homo_lumo_gap_ev": 7.895, "spin_multiplicity": 1, "elements": ["Bi", "C", "N", "C", "C", "C", "N", "C", "C", "C", "C", "C", "C", "C", "O", "C", "C", "C", "N", "C", "C", "C", "C", "C", "C", "C", "O", "H", "H", "H", "H", "H", "H", "H", "H", "H", "H", "H", "H", "H", "H", "H", "H", "H", "H", "H", "H", "H", "H", "H", "H", "H", "Br", "C", "C", "C", "N", "C", "C", "H", "H", "H", "H", "O", "C", "O", "C", "C", "C", "C", "C", "C", "N", "O", "O", "H", "H", "H", "H"], "xyz": [[-0.660, 0.180, -0.563], [-3.701, 0.656, -1.202], [-2.767, -0.119, -2.023], [-2.482, 0.662, -3.227], [-1.369, 0.261, -4.208], [-0.090, -0.464, -3.757], [0.547, -0.001, -2.557], [1.688, 0.578, -2.661], [2.541, 1.067, -1.638], [3.655, 1.829, -2.044], [4.561, 2.319, -1.141], [4.395, 2.033, 0.215], [3.324, 1.289, 0.640], [2.357, 0.797, -0.259], [1.378, 0.085, 0.226], [-3.301, -1.467, -2.159], [-2.350, -2.572, -2.617], [-1.137, -2.885, -1.700], [-1.080, -2.144, -0.467], [-1.156, -2.824, 0.630], [-1.091, -2.444, 1.984], [-1.126, -3.522, 2.907], [-1.012, -3.341, 4.254], [-0.876, -2.035, 4.752], [-0.894, -0.963, 3.908], [-1.001, -1.106, 2.493], [-1.062, -0.052, 1.781], [-4.714, 0.623, -1.622], [-3.386, 1.697, -1.156], [-3.724, 0.257, -0.188], [-2.227, 1.654, -2.852], [-3.401, 0.759, -3.827], [-1.069, 1.202, -4.674], [-1.784, -0.372, -4.995], [0.614, -0.391, -4.599], [-0.303, -1.521, -3.625], [2.089, 0.707, -3.673], [3.768, 2.038, -3.099], [5.398, 2.912, -1.476], [5.113, 2.402, 0.934], [3.179, 1.069, 1.685], [-4.163, -1.461, -2.850], [-3.670, -1.747, -1.168], [-2.013, -2.363, -3.630], [-2.968, -3.472, -2.672], [-0.192, -2.691, -2.211], [-1.160, -3.962, -1.480], [-1.284, -3.910, 0.512], [-1.246, -4.524, 2.514], [-1.023, -4.185, 4.927], [-0.764, -1.886, 5.816], [-0.839, 0.046, 4.290], [1.582, -6.055, 3.568], [1.820, -4.738, 2.211], [1.994, -3.408, 2.544], [2.091, -2.495, 1.502], [2.051, -2.837, 0.227], [1.913, -4.114, -0.070], [1.782, -5.117, 0.879], [2.022, -3.090, 3.573], [2.177, -1.436, 1.688], [1.892, -4.351, -1.127], [1.640, -6.147, 0.590], [-2.200, 3.614, -1.251], [-1.059, 3.340, -0.900], [-0.320, 2.437, -1.416], [-0.436, 4.073, 0.275], [-0.394, 5.463, 0.318], [0.160, 6.109, 1.405], [0.655, 5.350, 2.461], [0.614, 3.960, 2.432], [0.071, 3.325, 1.336], [1.193, 6.011, 3.615], [1.632, 5.317, 4.511], [1.179, 7.225, 3.639], [-0.804, 6.033, -0.502], [0.207, 7.186, 1.461], [0.996, 3.401, 3.272], [0.018, 2.247, 1.311]], "mulliken_charge": [2.09, -1.31, 0.56, -0.82, -1.12, -0.94, 0.22, -0.02, 0.59, -1.11, -0.86, -0.57, -0.54, 0.57, 0.10, -1.14, -1.14, -1.19, 0.51, -0.60, 1.24, -1.22, -0.84, -0.54, -0.74, 0.54, -0.69, 0.41, 0.35, 0.37, 0.27, 0.43, 0.43, 0.48, 0.52, 0.21, 0.27, 0.41, 0.40, 0.45, 0.51, 0.36, 0.55, 0.28, 0.59, 0.43, 0.59, 0.12, 0.46, 0.42, 0.42, 0.50, -0.11, 0.11, -0.59, -0.20, -0.15, -0.33, -0.60, 0.46, 0.34, 0.46, 0.44, -0.73, -0.17, -0.61, 0.60, -0.47, -0.57, -0.17, -0.81, 0.04, 1.02, -0.63, -0.63, 0.49, 0.49, 0.52, 0.49]}